ORCA calculation (the ωB97M-V functional and the def2-TZVPD basis) on C6H6MgO4 as an isolated structure.

Atoms and positions in Å:
O -3.835649 -0.442197 -1.755508
C -2.890939 -0.133824 -1.188929
Mg 1.716757 0.102722 0.738034
C -0.106690 0.109930 2.299254
C 0.902143 2.027091 -0.470397
O -0.648331 0.094581 3.317149
O 0.919022 3.062039 -0.988192
C 2.373992 -2.801528 -2.418112
C 2.104312 -2.515131 -0.972356
C 2.744803 -3.396954 0.038811
O 1.386672 -1.533600 -0.631904
H 3.067297 -3.650321 -2.571677
H 2.826998 -1.916660 -2.911722
H 1.439205 -3.026216 -2.966945
H 3.377296 -2.823468 0.715656
H 1.997625 -3.912934 0.641432
H 3.377493 -4.162209 -0.422615

Cartesian forces (eV/Å) of the 6 atoms listed first:
2.393 0.793 1.442
-2.327 -0.777 -1.405
-1.612 -1.115 -1.347
-1.624 -0.101 4.631
0.813 4.742 -2.180
2.073 0.066 -4.645

Highest occupied orbital energy = -18.658 eV
Maximum force = 5.5 eV Å⁻¹
Orbital gap = 8.005 eV
Net charge = +2
DFT total energy = -19936.0224 eV

ORCA calculation (the ωB97M-V functional and the def2-TZVPD basis) on C6H6N as an isolated structure.

Atoms and positions in Å:
C 2.055227 -0.040452 -0.017070
C 1.603651 1.144695 -0.191102
C -0.700750 0.246857 -0.176190
C -1.965689 0.491794 -0.069252
C 1.216703 -1.224606 0.187766
C 0.512870 1.733663 0.150688
N -0.069528 -0.935625 -0.365163
H -2.561690 -0.329894 0.058331
H -2.501280 1.363236 -0.138816
H 1.531158 -2.188054 -0.359604
H 1.063880 -1.310026 1.259696
H 0.252782 2.676702 0.640808
H -0.437333 -1.628284 -0.980097

Cartesian forces (eV/Å) of the 6 atoms listed first:
0.329 1.560 0.449
1.611 -1.972 -0.256
2.009 1.219 0.563
0.362 0.103 0.015
-0.344 -1.770 -1.637
-2.369 -1.215 -0.546

Highest occupied orbital energy = -13.850 eV
Maximum force = 2.7 eV Å⁻¹
Orbital gap = 7.088 eV
Net charge = +1
DFT total energy = -7794.7949 eV

ORCA calculation (the ωB97M-V functional and the def2-TZVPD basis) on an isolated ion of composition C6H6N and charge +1.

Atoms and positions in Å:
C 1.200755 0.738866 -0.779239
C 2.667658 -0.744331 0.533395
C -1.302955 -1.584990 -0.362320
C -0.468240 0.605967 1.164812
C -0.084001 0.899339 -0.264410
C -0.858786 -0.447504 0.181892
N 2.105679 0.039779 -0.089245
H 1.593267 1.159391 -1.688518
H -1.044414 -1.887175 -1.345205
H -2.099991 -2.116934 -0.033063
H 0.290607 0.505993 1.855457
H -1.211242 1.248321 1.476689
H -0.788336 1.583277 -0.650251

Cartesian forces (eV/Å) of the 6 atoms listed first:
-0.502 -0.035 0.878
2.244 -2.718 2.216
2.296 3.692 -0.607
-1.057 -2.671 -2.382
1.010 0.406 -0.798
0.157 -0.630 1.563

Highest occupied orbital energy = -15.303 eV
Maximum force = 4.4 eV Å⁻¹
Orbital gap = 8.219 eV
Net charge = +1
DFT total energy = -7796.4623 eV

Please write out number 2 again, unchanged.
ORCA calculation (the ωB97M-V functional and the def2-TZVPD basis) on C6H6N as an isolated structure.

Atoms and positions in Å:
C 2.055227 -0.040452 -0.017070
C 1.603651 1.144695 -0.191102
C -0.700750 0.246857 -0.176190
C -1.965689 0.491794 -0.069252
C 1.216703 -1.224606 0.187766
C 0.512870 1.733663 0.150688
N -0.069528 -0.935625 -0.365163
H -2.561690 -0.329894 0.058331
H -2.501280 1.363236 -0.138816
H 1.531158 -2.188054 -0.359604
H 1.063880 -1.310026 1.259696
H 0.252782 2.676702 0.640808
H -0.437333 -1.628284 -0.980097

Cartesian forces (eV/Å) of the 6 atoms listed first:
0.329 1.560 0.449
1.611 -1.972 -0.256
2.009 1.219 0.563
0.362 0.103 0.015
-0.344 -1.770 -1.637
-2.369 -1.215 -0.546

Highest occupied orbital energy = -13.850 eV
Maximum force = 2.7 eV Å⁻¹
Orbital gap = 7.088 eV
Net charge = +1
DFT total energy = -7794.7949 eV

Among the records above, which one has the lowest highest occupied orbital energy? C6H6MgO4

Number 2 is which compound? C6H6N

Which formula does entry 1 have? C6H6MgO4